Density functional theory data (ωB97M-V/def2-TZVPD) for a 2-piece molecular cluster, C3F5N overall.

Each line ends with the Löwdin charge.
Cartesian coordinates (Å):
C: 0.31 -2.74 -0.69  -0.3576
C: 0.79 0.95 0.71  0.1606
C: -0.44 1.81 0.41  -0.6814
N: -0.73 -2.49 -0.30  0.1740
F: 1.47 -3.00 -1.11  0.1912
F: 0.89 -0.01 -0.16  0.0819
F: 0.00 2.91 -0.22  0.1409
F: -1.39 1.26 -0.35  0.1442
F: -1.01 2.20 1.55  0.1462

Its HOMO-LUMO gap is 9.23 eV. The calculation puts the total energy at -18183.5595 eV. The HOMO energy comes out at -10.580 eV. Its energy above the lowest of the compared OMol25 structures with the same formula, charge and spin is 71.60 kcal per mole.